# 1
DFT (the ωB97M-V functional and the def2-TZVPD basis) results for 2 unconnected molecules or ions with the total composition C5H16N2O at a distorted geometry.

```
! wB97M-V def2-TZVPD RIJCOSX def2/J DEFGRID3
* xyz 2 1
H -0.74816 -2.56338 -1.87348
C 0.12904 -0.90171 0.03153
H -0.56643 0.34703 2.63010
H 0.08398 0.79165 -3.12293
H 2.44426 1.27518 1.35412
C -0.34986 0.45804 -2.08291
H 1.40853 -0.47269 -1.80609
N -0.10639 0.95032 1.76902
H 0.85171 -2.73161 -2.09501
H 0.58322 1.57797 2.13673
C 1.98175 0.59114 0.61403
H 2.74815 0.30790 -0.17760
H -1.78664 2.24877 3.97950
H -0.94099 -1.02569 0.12368
C 0.68113 0.21767 0.75891
H 0.50901 -1.95412 0.35829
H -1.42638 0.32525 -2.25497
H 0.06866 -1.99095 -3.30093
H -2.68314 1.16344 3.33472
H -0.97307 1.42745 1.38721
C 0.42296 -0.71509 -1.49868
O -1.83717 1.48037 3.42236
N 0.09592 -2.00009 -2.33616
H -0.59008 1.19314 -1.35144
*
```

Calculated values
relative energy (zero: lowest compared OMol25 entry of this formula, charge and spin)	54.1	kcal/mol
gap between HOMO and LUMO	11.1	eV

***

# 2
DFT (the ωB97M-V functional and the def2-TZVPD basis) results for 3 unconnected molecules or ions with the total composition C5H16N2O2 at a distorted geometry.

```
! wB97M-V def2-TZVPD RIJCOSX def2/J DEFGRID3
* xyz 1 2
H -0.11188 3.16664 -0.53051
C -1.41255 1.39202 -0.55113
H 1.48898 -2.04602 -1.10517
H -2.20975 1.93596 -0.06812
N 0.68773 0.52709 0.00323
H 1.05951 0.78504 -2.05313
H -0.83573 0.86025 1.39997
H 1.38728 0.61889 0.73094
O 1.50048 -1.70295 -2.00560
H 0.23883 -2.11827 1.44064
H 2.02843 -1.09262 1.75971
H -0.47191 2.59489 -2.17184
H -1.73260 0.83322 -1.43445
H 1.03008 -1.30341 2.95177
C -1.30074 -0.98792 0.51899
O 1.76404 -1.68865 2.46078
C -0.66069 0.41672 0.40955
N -0.72903 -1.80175 1.56799
H 1.92111 1.83271 -1.14160
H -1.51658 -1.35734 -0.48921
C 0.93726 1.36384 -1.12858
C -0.28789 2.28962 -1.14641
H -1.25268 -2.66263 1.69663
H -2.29200 -0.77310 0.92951
H 0.77033 -1.08224 -2.04395
*
```

Calculated values
relative energy (zero: lowest compared OMol25 entry of this formula, charge and spin)	0.7	kcal/mol
gap between HOMO and LUMO (alpha / beta)	10.5 / 5.7	eV

***

# 3
DFT (the ωB97M-V functional and the def2-TZVPD basis) results for 3 unconnected molecules or ions with the total composition C5H16N2O2 at a distorted geometry.

```
! wB97M-V def2-TZVPD RIJCOSX def2/J DEFGRID3
* xyz 2 1
C 0.44084 2.14131 -0.02435
C -0.66475 0.76729 -2.26582
O 2.16032 0.84301 -2.62643
H -0.87472 1.81757 -2.42567
C 0.14225 0.86222 -0.01311
N -0.16728 0.16327 -1.27250
H -0.01377 -0.27896 3.90607
H 0.69718 -0.99864 0.83670
H 0.42322 2.78173 -0.89756
H 2.30424 0.15946 -3.29406
N -0.70267 -0.79952 3.35432
H -1.70727 -0.72850 1.51848
H -0.11969 -0.84803 -1.08528
H 1.07047 0.38927 1.75935
H 0.22801 -2.99520 -1.79082
H 2.77655 1.55782 -2.82535
H -1.33593 0.87896 2.19526
H -1.26666 -3.25375 -1.62888
H -1.57956 -0.82964 3.88017
H -0.37798 -1.75237 3.24228
O -0.58690 -2.58898 -1.46106
C 0.31583 -0.07431 1.17889
H -0.90472 0.13834 -3.11954
H 0.69740 2.77369 0.82465
C -0.95442 -0.12602 2.03426
*
```

Calculated values
relative energy (zero: lowest compared OMol25 entry of this formula, charge and spin)	18.5	kcal/mol
gap between HOMO and LUMO	10.0	eV

***

Look up the relative energy (zero: lowest compared OMol25 entry of this formula, charge and spin) of the third one.
18.5 kcal/mol